# 1
The following is a quantum chemistry calculation of a single C17H17ClN2O2 molecule, from OMol25.

- Relative energy (zero: lowest compared OMol25 entry of this formula, charge and spin): 7.5 kcal/mol
- Multiplicity: 1
- HOMO energy: -8.11 eV
- SMILES: C[C@H]1CN(C(=O)NCc2ccccc2)c2cc(Cl)ccc2O1
- HOMO-LUMO gap: 8.82 eV

Last column: natural (NBO) charge in e.
Atoms and positions in Å:
H  2.1632  -4.1164  -2.7763  0.2296
C  1.8908  -3.5932  -0.7139  -0.2439
H  -0.5649  2.6408  -2.1205  0.2007
C  1.0395  -0.6640  2.0982  -0.2377
C  -4.4864  2.2022  -1.3986  -0.2053
H  2.0332  -4.5929  -0.3368  0.2299
H  -5.2243  2.1101  -2.1821  0.2135
C  1.9909  -1.8233  2.3718  0.0871
C  -3.1420  2.2700  -1.7227  -0.2451
O  1.6515  -2.9125  1.5278  -0.5008
H  3.6286  -0.9946  1.2213  0.2177
H  -4.2399  2.4070  1.9621  0.2123
C  -4.8835  2.2501  -0.0737  -0.2175
O  0.7397  1.8880  1.2492  -0.6455
C  -0.7155  2.4337  -1.0571  -0.2603
H  -0.2114  3.1978  -0.4609  0.2436
C  1.8625  -2.0129  -2.4853  -0.0272
N  1.0568  -0.2924  0.6915  -0.4627
C  1.5886  -0.9907  -1.5937  -0.2886
H  3.7150  -0.6766  2.9582  0.2206
C  1.6341  -2.5840  0.2013  0.3153
Cl  2.0666  -1.6203  -4.1585  -0.0018
H  1.5545  0.0233  -1.9553  0.2429
C  -2.5904  2.4402  0.6037  -0.2434
H  1.8216  -2.1977  3.3868  0.2029
C  -3.9330  2.3677  0.9273  -0.1917
H  4.0930  -2.2884  2.3313  0.2222
H  0.0208  -0.9678  2.3768  0.1959
H  -0.4146  0.3570  -1.2241  0.4043
C  0.5811  1.0013  0.4371  0.8061
N  -0.0693  1.1717  -0.7406  -0.6245
H  -1.8439  2.5355  1.3784  0.2300
C  3.4543  -1.4172  2.2080  -0.6411
C  1.9748  -3.3270  -2.0680  -0.2501
C  1.3958  -1.2663  -0.2392  0.0964
C  -2.1853  2.3952  -0.7253  0.0473
H  1.3148  0.2171  2.6814  0.2471
H  -2.8351  2.2326  -2.7586  0.2086
H  -5.9322  2.1969  0.1789  0.2134

Atoms 1-6, force components in eV/Å:
H 0.03 -0.06 -0.09
C -0.06 0.23 0.13
H -0.03 0.06 0.11
C -0.08 -0.21 0.44
C -0.13 -0.03 -0.02
H 0.03 -0.12 0.07

***

# 2
The following is a quantum chemistry calculation of a 3-piece molecular cluster, C20H30BrCl4FO6S overall, from OMol25.

- Multiplicity: 1
- HOMO energy: -9.07 eV
- SMILES: CC(=O)OC(=O)C[C@@H]1C(=O)O[C@H](C[C@H](C)F)[C@@]1(CCCS)CC(=O)Br.ClCCCl.ClCCCl
- HOMO-LUMO gap: 9.20 eV

Last column: natural (NBO) charge in e.
Atoms and positions in Å:
Cl  0.4304  -2.9041  6.5970  -0.0511
H  -0.1809  1.1037  -7.6578  0.2256
H  -1.0185  3.1059  2.7096  0.2508
H  0.1552  0.6417  1.8706  0.2102
S  3.0902  3.8143  1.3952  -0.0730
C  0.1412  0.8149  0.7228  -0.4763
C  -2.1638  -0.9858  2.2422  0.8023
Br  -3.6904  -1.2429  -2.1208  -0.0464
C  0.2167  -0.6314  0.0542  -0.0141
O  -2.3656  0.0399  3.2229  -0.5702
C  1.6141  -1.1165  -0.6274  0.1185
H  0.4263  1.1404  -2.0050  0.2004
H  -0.3775  -1.6679  3.3943  0.2696
C  -1.5499  -1.0182  6.4570  -0.3858
H  -0.8574  -1.9115  8.3084  0.2257
O  -2.0587  0.9376  -1.5996  -0.5202
C  -0.9010  -1.2310  -0.9104  -0.5683
C  -1.0572  -2.1953  7.2736  -0.3916
C  1.2045  0.6326  -2.6615  0.1937
C  -2.0333  -0.2947  -1.4651  0.5694
H  -2.5265  -0.6954  6.8240  0.2257
H  0.3306  -2.7561  0.7625  0.2383
H  -0.8029  1.4183  0.5202  0.2692
O  -3.1869  1.6775  1.6810  -0.5267
H  3.1537  4.2618  0.0761  0.1427
H  -0.3756  -1.7231  -1.8181  0.2696
Cl  -1.0227  -0.9538  -6.8637  -0.0558
C  -0.8478  -1.8589  2.3525  -0.5515
C  -2.4976  1.3459  2.6632  0.7977
H  2.4115  1.2690  0.4494  0.2323
O  -3.0442  -1.2296  1.3937  -0.5128
C  1.4729  2.9231  1.6043  -0.5147
H  -2.5049  3.3313  3.7492  0.2530
H  -1.8109  -2.9850  7.2761  0.2235
H  1.5342  0.1735  -9.2895  0.2246
O  2.3216  -1.6443  2.8633  -0.5501
H  3.1124  0.2238  -1.5998  0.2680
H  -0.6236  -0.0527  -3.8732  0.2278
H  0.6441  3.6923  1.4376  0.2156
H  1.1059  -1.4630  -8.7750  0.2248
H  -0.8811  0.1136  -8.9449  0.2257
C  1.8326  -1.5443  1.7113  0.8096
C  1.1416  -0.4187  -8.4603  -0.3890
C  0.2751  -1.7088  1.2580  -0.3079
C  -1.7193  2.5468  3.4249  -0.7374
C  0.5059  0.0214  -3.9998  -0.6682
Cl  -0.4634  0.3885  6.5804  -0.0595
O  2.5453  -1.2741  0.5114  -0.5307
C  1.3952  1.7848  0.4359  -0.4273
Cl  2.3184  -0.2833  -7.1299  -0.0575
C  -0.2305  0.0935  -8.0685  -0.3894
H  -1.1792  -2.9655  2.3908  0.2643
C  2.1808  -0.3858  -1.9175  -0.4935
H  0.7947  0.6769  -4.9039  0.2554
H  1.4516  2.4532  2.6454  0.2381
H  1.5484  -2.2218  -0.9725  0.1936
H  -1.2126  2.1982  4.3870  0.2436
H  -1.4111  -2.1139  -0.3666  0.2759
H  0.9703  -1.0110  -4.2136  0.2119
F  2.0583  1.7226  -3.1595  -0.4028
H  1.3271  2.3705  -0.5428  0.2239
H  -1.6519  -1.2754  5.4016  0.2196
H  2.5359  -1.1539  -2.7009  0.2310

Atoms 1-6, force components in eV/Å:
Cl 0.01 0.05 -0.03
H 0.06 -0.17 0.02
H -1.02 -1.24 1.01
H 0.00 0.24 -1.75
S 0.16 0.19 0.03
C 0.75 0.66 0.46

***

# 3
The following is a quantum chemistry calculation of a 9-piece molecular cluster, C12H42O9 overall, from OMol25.

- Relative energy (zero: lowest compared OMol25 entry of this formula, charge and spin): 60.9 kcal/mol
- Multiplicity: 1
- HOMO energy: -9.79 eV
- SMILES: CC(C)O.CC(C)O.CC(C)O.CC(C)O.O.O.O.O.O
- HOMO-LUMO gap: 9.81 eV

Last column: natural (NBO) charge in e.
Atoms and positions in Å:
H  2.7800  1.9213  -1.7444  0.2060
H  4.6191  1.9809  -3.8783  0.4683
H  4.8456  -4.1614  0.8674  0.2036
H  -2.9017  -3.6508  -1.0453  0.2119
H  -6.8218  -3.6202  0.8746  0.2190
C  -5.1365  4.2143  0.2934  -0.6416
H  -6.2878  -2.3568  -0.2646  0.2127
C  -4.7726  -3.8893  -0.0346  0.1021
H  -4.3633  -4.5138  0.7595  0.1528
H  0.2696  -0.0707  1.9797  0.4703
C  3.6057  4.8481  -3.3145  -0.6244
O  -0.3501  0.3863  -2.9541  -0.9392
H  -5.5397  -2.4491  1.3048  0.1962
H  -6.0253  4.8164  0.4819  0.2069
H  3.5202  3.4046  -1.0513  0.2148
C  4.8266  -2.9297  -0.8340  0.0989
O  2.6136  -0.8212  4.8756  -0.9478
H  -4.8070  3.0220  2.0400  0.1515
H  -1.8678  -1.6111  4.4838  0.4752
C  3.4300  3.3239  -3.2345  0.0930
H  -7.0089  3.0561  1.4670  0.4669
H  1.5207  0.0810  1.1408  0.4737
H  2.7219  5.3683  -2.9452  0.2049
H  1.7079  -1.1273  4.8274  0.4781
H  6.4156  -1.4098  -0.8502  0.2100
H  -4.3086  0.9952  1.0104  0.2117
O  4.7153  2.7379  -3.2959  -0.7254
H  1.9134  3.5015  -1.7248  0.2002
H  5.5096  -2.5321  -2.6084  0.4647
H  -3.2324  -2.3734  0.2104  0.2112
H  3.7254  4.9882  -4.3888  0.2023
C  6.2900  -2.4428  -0.5255  -0.6502
H  -0.9363  -2.8035  4.5326  0.4738
H  4.5205  5.1991  -2.8370  0.2174
H  -5.2944  4.0806  -0.7768  0.2122
H  3.2081  3.6130  4.5523  0.4666
C  -5.9646  -3.0568  0.5058  -0.6192
H  3.5462  -4.6382  -0.2260  0.2165
C  -5.1044  2.9124  0.9970  0.1063
H  5.2035  -5.0502  -0.5845  0.2162
O  -0.9487  -1.8492  4.6058  -0.9486
C  -3.6421  -2.9973  -0.5840  -0.6366
H  4.1233  -2.1450  -0.5554  0.1640
H  -3.9313  -2.3809  -1.4351  0.2143
H  2.8335  3.0757  -4.1124  0.1663
O  -6.4073  2.4489  1.0300  -0.7284
H  -3.2133  2.2421  0.4379  0.2047
H  -4.2545  4.8521  0.3515  0.2126
H  -1.2558  0.5086  -3.2385  0.4649
C  2.8767  3.0032  -1.8342  -0.6236
H  2.5524  2.2904  4.2164  0.4732
O  0.6220  -0.2468  1.1073  -0.9437
O  -5.3793  -4.7335  -1.0565  -0.7267
H  -0.3820  0.4845  -2.0025  0.4747
H  -4.8207  -5.5135  -1.0915  0.4623
C  4.5680  -4.2614  -0.1819  -0.6251
O  2.8871  3.0927  3.8158  -0.9398
C  -4.2081  1.8178  0.3024  -0.6230
H  2.9701  -1.2481  5.6547  0.4695
H  6.6146  -2.6805  0.4875  0.2141
H  -4.3039  1.4854  -0.7313  0.2199
O  4.8764  -3.1450  -2.2277  -0.7219
H  7.0374  -3.0435  -1.0438  0.2090

Atoms 1-6, force components in eV/Å:
H -0.17 0.03 0.34
H 0.37 -0.18 0.05
H -0.22 -0.11 0.20
H 0.45 -0.02 0.46
H 0.28 -0.21 -0.10
C 0.21 1.58 -1.71

***

# 4
The following is a quantum chemistry calculation of C3H9NO as an isolated structure, from OMol25.

- Relative energy (zero: lowest compared OMol25 entry of this formula, charge and spin): 83.9 kcal/mol
- Multiplicity: 1
- HOMO energy: -9.79 eV
- HOMO-LUMO gap: 10.77 eV

Last column: natural (NBO) charge in e.
Atoms and positions in Å:
H  1.9968  0.9779  -0.7288  0.3744
H  -0.4393  -2.5384  -0.0480  0.2235
H  -1.6255  2.8450  -1.7885  0.4615
H  -1.3593  -1.8381  1.3571  0.2276
N  1.0105  1.2427  -0.7568  -0.8681
H  -0.2681  -0.3061  -1.1074  0.1983
C  0.4843  -0.8626  0.8464  -0.2238
H  -0.4803  2.1782  -0.9528  0.4850
H  0.6378  1.1150  0.2485  0.4022
H  0.1069  -2.8694  1.5641  0.2200
C  0.4204  -0.1552  -0.2916  -0.1014
O  -1.2460  2.8056  -0.9013  -0.9764
H  1.1459  -0.4750  1.6093  0.2070
C  -0.3840  -2.1197  0.9498  -0.6300

Atoms 1-6, force components in eV/Å:
H 0.14 0.83 0.17
H -0.47 -0.06 -0.08
H 0.18 -0.06 0.24
H 0.08 -0.38 -0.09
N -0.32 -3.20 3.03
H -0.44 -1.26 0.27

***

# 5
The following is a quantum chemistry calculation of C23H41CoN4O2S as an isolated structure, from OMol25.

- Multiplicity: 4
- HOMO energy (spin up / spin down): -10.07 / -10.84 eV
- Expectation value of S²: 3.761
- Net charge: +1
- HOMO-LUMO gap (spin up / spin down): 7.79 / 8.56 eV

Last column: natural (NBO) charge in e.
Atoms and positions in Å:
H  0.7468  -1.7878  2.7553  0.2105
C  0.1456  1.3435  4.0534  -0.5979
C  -0.0997  0.2086  3.0412  -0.0797
H  -3.3644  0.3728  -2.7747  0.4074
H  1.9143  1.2557  -3.0102  0.2051
O  -1.4770  -0.3646  -4.2824  -0.4613
H  -0.2918  -6.6447  0.8922  0.2245
H  0.4900  -2.5112  -2.1370  0.4567
H  -1.6888  -5.5479  0.8798  0.2288
H  -1.7061  -0.5997  4.2414  0.2173
H  -2.7361  1.2527  -4.7042  0.1967
C  -1.6089  3.5355  -0.3572  -0.5930
C  1.0883  -4.5682  -2.1212  -0.0705
H  1.0338  -6.5688  -1.2048  0.2431
N  0.4663  -3.4097  -1.6809  -0.5206
H  3.9561  2.1469  0.0427  0.2159
C  1.6385  0.8273  -0.2752  -0.1336
H  -2.4184  4.2522  -0.2065  0.2203
H  -3.5016  -0.3701  -4.8153  0.1914
H  3.9827  -0.9014  -2.1375  0.2189
O  -0.4316  -0.7515  -2.3851  -0.7286
H  -3.0467  -0.6138  -0.5504  0.3961
H  1.8624  -0.6325  3.5269  0.2110
C  -0.3801  4.0926  1.7126  -0.5985
H  -3.0255  1.8628  1.3969  0.1800
C  -2.4375  2.6921  1.8099  -0.5949
H  -2.2925  0.3921  2.9160  0.2057
H  1.1219  1.8049  3.8877  0.2159
H  2.2230  -1.0850  -2.2183  0.1912
S  -1.1343  -2.5408  0.3976  -0.3679
N  -0.0388  -4.9380  -0.2660  -0.3372
C  3.0551  -0.7818  -1.5707  -0.5969
H  -1.9646  2.7564  -1.0426  0.1738
Co  -0.3177  -0.3415  -0.2780  1.3049
H  0.5269  4.3343  1.1523  0.2148
C  -1.1630  2.9681  1.0058  -0.1060
C  4.0897  1.1238  -0.3178  -0.5949
C  0.6457  1.8203  -0.3484  -0.3806
H  0.1261  0.9401  5.0700  0.2161
H  0.5131  -1.3070  4.4400  0.2167
H  3.0992  -1.4514  -0.7052  0.2079
H  3.6766  1.4469  -2.9954  0.2186
H  2.0454  -0.6380  1.3253  0.2385
H  -0.9971  4.9954  1.7764  0.2128
H  -2.2246  2.4663  2.8507  0.2198
H  -1.6749  -1.2290  2.5998  0.2082
H  0.5870  2.5610  -1.1324  0.2350
N  -2.5057  0.1513  -2.3075  -0.4804
H  -2.3336  0.1570  -6.0357  0.2348
C  -0.6033  -5.6050  0.9024  -0.4066
C  2.8730  0.6807  -1.1413  -0.0719
N  -2.4624  0.1306  -0.9153  -0.6727
C  0.8190  -0.9498  3.4538  -0.6038
C  0.2580  0.6863  1.6168  -0.1625
C  -2.5933  0.2097  -4.9873  -0.2778
H  -3.0686  3.5835  1.7977  0.2196
H  -0.8005  4.0659  -0.8619  0.2190
C  0.7670  -5.5259  -1.2381  -0.0562
C  2.7701  1.5527  -2.3935  -0.6030
H  4.2375  0.4741  0.5479  0.2096
H  4.9960  1.0917  -0.9308  0.2134
C  -0.2008  1.7822  0.7967  -0.0270
C  -1.4299  -0.3359  -2.9679  0.9284
C  1.3820  0.1128  0.9222  -0.3860
H  -0.6166  2.1187  3.9975  0.2009
H  -0.0872  3.8062  2.7217  0.2180
H  -0.2508  -5.1247  1.8113  0.2321
C  -1.5337  -0.3264  3.1961  -0.6059
H  -2.7632  1.0232  -0.5472  0.3987
C  -0.2151  -3.6306  -0.5389  0.2775
H  1.6849  -4.6072  -3.0175  0.2479
H  2.6639  2.6108  -2.1373  0.2123

Atoms 1-6, force components in eV/Å:
H 0.01 0.03 0.04
C -0.04 -0.07 -0.05
C -0.05 0.11 -0.02
H -0.15 0.02 -0.09
H 0.07 0.04 0.05
O 0.03 0.03 -0.11

***

Electronic energy, record by record: -1378.22764; -6144.23483; -1159.46965; -249.57996; -3051.29697 a.u.